{
  "formula": "BrH2NOS2",
  "method": "ωB97M-V/def2-TZVPD",
  "elements": ["H", "Br", "H", "S", "S", "O", "N"],
  "xyz": [[1.922, 0.352, -1.003], [-1.328, 1.603, 0.202], [-2.131, 2.143, 1.369], [-0.302, -1.718, 1.338], [0.394, -0.973, -0.235], [-0.255, -1.227, -1.525], [1.699, -0.180, -0.145]],
  "atomic_forces_ev_per_a": [[-0.2, -0.6, 0.3], [-1.3, 1.2, 1.4], [1.1, -0.8, -1.5], [0.3, 0.0, -0.2], [0.7, -0.1, -1.5], [0.7, 0.5, 1.6], [-1.2, -0.2, -0.1]],
  "lowdin_charge": [0.044, 0.333, -0.172, 0.324, 0.148, -0.429, -0.248],
  "gap_ha": 0.34501,
  "spin_multiplicity": 1,
  "e_homo_ev": -10.2
}

***

{
  "formula": "BrH2OP",
  "method": "ωB97M-V/def2-TZVPD",
  "elements": ["Br", "H", "P", "H", "O"],
  "xyz": [[0.350, 0.986, -1.686], [-0.316, 1.579, 1.059], [-1.011, -0.003, -0.139], [0.955, -1.362, 0.452], [0.022, -1.199, 0.313]],
  "atomic_forces_ev_per_a": [[-0.5, -0.2, -0.2], [-1.4, -2.5, -1.5], [3.9, 1.9, 1.9], [0.2, 0.9, -0.2], [-2.2, -0.1, -0.1]],
  "lowdin_charge": [0.041, -0.010, 0.451, 0.056, -0.537],
  "gap_ha": 0.32485,
  "spin_multiplicity": 1,
  "e_homo_ev": -9.2
}

***

{
  "formula": "BrH2PS",
  "method": "ωB97M-V/def2-TZVPD",
  "elements": ["P", "S", "H", "Br", "H"],
  "xyz": [[1.496, -0.262, -0.028], [-2.569, 0.771, 0.591], [1.013, 0.889, -0.562], [-0.966, -0.572, 1.185], [1.026, -0.826, -1.184]],
  "atomic_forces_ev_per_a": [[-0.2, -0.6, 1.3], [0.7, -0.5, 0.1], [-0.3, 1.5, -0.1], [0.2, 0.5, -0.5], [-0.3, -1.0, -0.8]],
  "lowdin_charge": [0.578, -0.185, -0.220, 0.045, -0.219],
  "gap_ha": [0.25572, 0.21099],
  "spin_multiplicity": 1,
  "e_homo_ev": [-8.8, -8.3]
}

***

{
  "formula": "BrH3NP",
  "method": "ωB97M-V/def2-TZVPD",
  "elements": ["H", "N", "P", "H", "Br", "H"],
  "xyz": [[-0.171, 0.449, -1.027], [0.034, 1.040, -0.226], [0.034, -0.618, 1.812], [-0.680, -1.215, 0.603], [-1.835, 0.130, 2.729], [0.954, 1.452, -0.343]],
  "atomic_forces_ev_per_a": [[0.4, -0.4, 0.1], [-0.7, -0.7, 2.4], [-1.3, 1.3, -4.2], [0.9, 0.2, 1.8], [0.4, 0.0, -0.1], [0.3, -0.4, 0.1]],
  "lowdin_charge": [-0.074, -0.115, 0.344, -0.153, 0.073, -0.074],
  "gap_ha": [0.27683, 0.27592],
  "spin_multiplicity": 1,
  "e_homo_ev": [-9.0, -8.9]
}

***

Energy across the listed records, respectively: -3501.50639 -2991.75160 -3314.63908 -2971.82181 Eh.